[1]
Computed, not measured: a molecular structure, C6H8CrO6, with ωB97M-V with the def2-TZVPD basis set.

```
21
Properties=species:S:1:pos:R:3
O 3.889 1.015 0.995
C 3.804 0.431 -0.118
O 4.717 0.530 -0.974
O 2.712 -0.257 -0.448
C 1.671 -0.298 0.482
C 0.424 -0.713 -0.097
C -0.717 -1.090 0.711
C -2.093 -0.966 0.101
O -2.466 0.482 0.190
C -3.467 0.986 -0.331
O -4.591 1.163 0.074
Cr 5.596 1.597 0.386
H 1.390 0.724 0.856
H 1.921 -0.848 1.407
H 0.346 -0.745 -1.192
H -0.660 -0.740 1.751
H -0.514 -2.194 0.779
H -2.833 -1.516 0.689
H -2.137 -1.232 -0.960
O -3.095 1.667 -1.930
H -3.898 2.007 -2.369
```

Output
Charge: +4
Energy above the lowest of the compared OMol25 structures with the same formula, charge and spin in kcal/mol: 9.92
LUMO level (alpha / beta) in eV: -21.7 / -19.2
DFT total energy in eV: -46999.2095
Multiplicity: 5
Expectation value of S²: 6.18
HOMO energy (alpha / beta) in Ha: -0.9205 / -0.9158

natural (NBO) atomic charge list, values in e, 2 entries:
1. O -0.54
2. C 0.95

=====

[2]
Computed, not measured: a molecular structure, C6H8CsLiO6, with ωB97M-V with the def2-TZVPD basis set.

```
22
Properties=species:S:1:pos:R:3
O 0.445 -2.613 -3.166
C -2.187 -1.851 -0.043
C -0.380 -2.544 -2.223
O -3.140 -2.608 0.179
O -0.973 -2.432 0.094
C 0.039 -2.092 -0.840
H -1.241 -3.246 -2.213
H -2.748 0.213 -1.539
H 0.182 -1.003 -0.864
H 0.950 -2.640 -0.560
Li -0.284 -2.554 -4.942
Cs -4.660 -0.738 3.069
O -3.628 -2.289 -3.951
C -2.531 -2.329 -4.744
C -4.003 -1.068 -3.333
O -2.093 -3.476 -5.000
O -1.878 -1.288 -4.987
C -2.991 -0.470 -2.364
H -4.983 -1.258 -2.884
H -4.197 -0.344 -4.137
H -2.857 0.497 -2.896
H -1.987 -1.330 -2.427
```

Output
Energy above the lowest of the compared OMol25 structures with the same formula, charge and spin in kcal/mol: 94.71
LUMO level in eV: -1.4
DFT total energy in eV: -19385.5554
Multiplicity: 1
HOMO energy in Ha: -0.1990

natural (NBO) atomic charge list, values in e, 2 entries:
1. O -0.67
2. C 0.23